Entry 1:
The molecule C4H8N2. Source: the OMol25 dataset; level of theory: wB97M-V/def2-TZVPD.

Computed properties:
Gap between HOMO and LUMO, eV: 10.652
F_max, Eh/bohr: 0.0142
Total charge: 0
Relative energy (zero: lowest compared OMol25 entry of this formula, charge and spin), kJ/mol: 72.17
SMILES: CN[C@@H](C)C#N
HOMO energy, eV: -9.74

The geometry in XYZ format:
```
14
C4H8N2 (wB97M-V/def2-TZVPD)
C 0.0543 0.3067 1.8367
N 0.8047 0.0883 0.6084
C -0.1899 -0.2431 -0.4250
C -0.2029 0.7898 -1.5411
C 0.0346 -1.6095 -0.9431
N 0.2619 -2.6676 -1.3438
H -0.4501 1.2750 1.7731
H 0.7271 0.3328 2.6942
H -0.6969 -0.4744 1.9532
H 1.4497 -0.6862 0.7367
H -1.1776 -0.2500 0.0348
H -0.8828 0.4813 -2.3392
H -0.5378 1.7374 -1.1101
H 0.8057 0.9195 -1.9349
```

***

Entry 2:
A cluster of 2 separate species, C4H8N2 in total at a distorted geometry. Source: the OMol25 dataset; level of theory: wB97M-V/def2-TZVPD.

Computed properties:
Gap between HOMO and LUMO, eV: 9.758
F_max, Eh/bohr: 0.0215
Total charge: 0
Relative energy (zero: lowest compared OMol25 entry of this formula, charge and spin), kJ/mol: 151.69
SMILES: C/C=C(/N)C#N.[H][H]
HOMO energy, eV: -8.85

The geometry in XYZ format:
```
14
C4H8N2 (wB97M-V/def2-TZVPD)
C 1.7497 0.3110 -0.5304
C 0.2632 0.4637 -0.6272
C -0.6452 -0.4503 -0.2568
N -2.0363 -0.2549 -0.2571
C -0.2184 -1.7307 0.2607
N 0.1069 -2.7690 0.6576
H 2.2192 0.3732 -1.5192
H 2.0327 -0.6444 -0.0785
H 2.1753 1.1149 0.0828
H 0.0094 1.7148 2.4119
H -0.1182 1.4154 -0.9972
H -0.2975 1.2369 1.9307
H -2.3571 0.3594 -0.9936
H -2.5742 -1.1091 -0.2436
```

***

Entry 3:
The molecule C4H8N2 at a distorted geometry. Source: the OMol25 dataset; level of theory: wB97M-V/def2-TZVPD.

Computed properties:
Gap between HOMO and LUMO, eV: 9.506
F_max, Eh/bohr: 0.0742
Total charge: 0
Relative energy (zero: lowest compared OMol25 entry of this formula, charge and spin), kJ/mol: 284.63
SMILES: [H]/N=N/CC(=C)C
HOMO energy, eV: -8.76

The geometry in XYZ format:
```
14
C4H8N2 (wB97M-V/def2-TZVPD)
C -0.5860 -1.7206 -0.2485
C 0.1382 -0.6002 -0.1317
C 0.4957 0.2103 -1.3825
C 0.5195 -0.0340 1.1687
N -0.5994 1.9797 0.6282
N -0.3728 1.1381 1.5349
H -0.9485 -2.3999 0.4717
H -1.0680 -1.9078 -1.2915
H 0.5693 1.2190 -1.1146
H -0.1379 0.0246 -2.1723
H 1.5010 -0.1280 -1.6544
H 0.4240 -0.7524 1.9179
H 1.5082 0.5257 1.3068
H -1.4432 2.4455 0.9672
```

***

Entry 4:
A cluster of 2 separate species, C4H8N2 in total at a distorted geometry. Source: the OMol25 dataset; level of theory: wB97M-V/def2-TZVPD.

Computed properties:
Gap between HOMO and LUMO (alpha / beta), eV: 8.262 / 8.261
F_max, Eh/bohr: 0.0200
Total charge: 0
Relative energy (zero: lowest compared OMol25 entry of this formula, charge and spin), kJ/mol: 301.83
HOMO energy (alpha / beta), eV: -7.76 / -7.76

The geometry in XYZ format:
```
14
C4H8N2 (wB97M-V/def2-TZVPD)
C 1.5433 -0.8454 0.3936
N 0.6716 0.0581 0.7980
C -0.5085 0.3990 0.2248
C -1.2636 -0.5759 -0.6273
C -1.1556 1.5419 0.7531
N -1.6871 2.4928 1.1625
H 1.2348 -1.6182 -0.2947
H 2.5259 -0.8533 0.8398
H 1.4261 0.3737 -1.3629
H 1.0110 0.7233 1.4858
H 0.7896 0.7993 -1.3605
H -2.0081 -0.0441 -1.2254
H -0.6174 -1.1225 -1.3234
H -1.7890 -1.3088 -0.0010
```

***

Entry 5:
The molecule C4H8N2 at a distorted geometry. Source: the OMol25 dataset; level of theory: wB97M-V/def2-TZVPD.

Computed properties:
Gap between HOMO and LUMO, eV: 9.190
F_max, Eh/bohr: 0.1137
Total charge: 0
Relative energy (zero: lowest compared OMol25 entry of this formula, charge and spin), kJ/mol: 265.55
SMILES: C1=NNCCC1
HOMO energy, eV: -8.11

The geometry in XYZ format:
```
14
C4H8N2 (wB97M-V/def2-TZVPD)
C -0.1950 -1.1891 -0.7296
C -1.2220 0.0798 -0.7141
C 0.9589 0.1279 0.9061
C 0.6606 -1.2513 0.5427
H -0.8714 -2.0335 -0.9131
H 0.2991 -1.1636 -1.6583
H -2.1813 0.1063 -0.1937
H -1.3113 0.3145 -1.6546
H -0.6270 2.1762 -0.5990
H 1.6638 0.2024 1.7565
H 1.5436 -1.9186 0.3408
H 0.0536 -1.6049 1.2619
N -0.3709 1.2611 -0.4267
N 0.4018 1.2129 0.6592
```

***

Entry 6:
A structure of composition C4H8N2 at a distorted geometry. Source: the OMol25 dataset; level of theory: wB97M-V/def2-TZVPD.

Computed properties:
Gap between HOMO and LUMO, eV: 9.534
F_max, Eh/bohr: 0.1713
Total charge: 0
Relative energy (zero: lowest compared OMol25 entry of this formula, charge and spin), kJ/mol: 506.45
HOMO energy, eV: -9.30

The geometry in XYZ format:
```
14
C4H8N2 (wB97M-V/def2-TZVPD)
C -1.9147 0.9977 -1.1607
C -0.4960 1.0397 -0.7506
C 0.0707 -0.1715 -0.1285
C 2.3014 -1.6770 1.7970
H -2.7065 1.3009 -0.3739
H -2.1689 -0.0809 -1.4746
H -2.0091 1.8229 -2.0140
H 0.0024 1.1994 -1.6802
H -0.2712 1.8850 -0.0712
H -0.8767 -0.6540 0.7406
H 3.0390 -0.8638 2.0986
H 2.3269 -2.4318 2.6301
N 1.3490 -0.6302 -0.2381
N 1.3537 -1.7364 0.6255
```

***

Entry 7:
A cluster of 2 separate species, C4H8N2 in total at a distorted geometry. Source: the OMol25 dataset; level of theory: wB97M-V/def2-TZVPD.

Computed properties:
Gap between HOMO and LUMO, eV: 9.772
F_max, Eh/bohr: 0.0515
Total charge: 0
Relative energy (zero: lowest compared OMol25 entry of this formula, charge and spin), kJ/mol: 183.92
SMILES: C=C(C)N.C#N
HOMO energy, eV: -8.87

The geometry in XYZ format:
```
14
C4H8N2 (wB97M-V/def2-TZVPD)
C -0.6124 1.0706 -0.8403
C 0.1602 -0.0160 -0.5413
C 1.5729 0.1040 -0.0702
N -0.3229 -1.2805 -0.6233
C -1.3211 0.0264 1.7638
N -1.2239 -0.5790 2.7561
H -1.3233 0.6420 0.6719
H -1.3405 0.9892 -1.6389
H -0.2143 2.0582 -0.6464
H 2.1712 -0.2248 -0.9283
H 1.8186 -0.5228 0.7939
H 1.8278 1.1425 0.1444
H 0.1260 -2.0141 -0.0957
H -1.3184 -1.3958 -0.7457
```

***

Entry 8:
The molecule C4H8N2 at a distorted geometry. Source: the OMol25 dataset; level of theory: wB97M-V/def2-TZVPD.

Computed properties:
Gap between HOMO and LUMO (alpha / beta), eV: 8.465 / 8.463
F_max, Eh/bohr: 0.0597
Total charge: 0
Relative energy (zero: lowest compared OMol25 entry of this formula, charge and spin), kJ/mol: 344.90
HOMO energy (alpha / beta), eV: -7.44 / -7.43

The geometry in XYZ format:
```
14
C4H8N2 (wB97M-V/def2-TZVPD)
C 1.5425 -1.5655 0.1808
N 0.6464 0.5961 -1.4161
C 0.5752 -0.5235 0.6093
C -0.9038 1.2867 -0.0264
C -2.1019 0.7794 0.2334
N 0.3170 0.5126 -0.1426
H 0.4399 1.5115 -1.8126
H 0.0571 -0.5794 1.5512
H -0.7313 2.3525 -0.1203
H 2.4824 -1.4961 0.7305
H 1.7556 -1.4534 -0.8792
H 1.1273 -2.5599 0.3556
H -2.2733 -0.2843 0.2724
H -2.9330 1.4234 0.4640
```

***

| no. | total energy (eV) |
| --- | --- |
| 1 | -7257.127 |
| 2 | -7256.303 |
| 3 | -7254.925 |
| 4 | -7254.747 |
| 5 | -7255.123 |
| 6 | -7252.626 |
| 7 | -7255.969 |
| 8 | -7254.301 |